Computed, not measured: 4 unconnected molecules or ions with the total composition C44H92FN6O15P4 at a distorted geometry, with ωB97M-V/def2-TZVPD.

Structure (XYZ):
```
162
Properties=species:S:1:pos:R:3:forces:R:3:mulliken_charge:R:1
C -3.886993 -5.019487 0.177473 0.0775 -0.2630 0.1380 -1.19
C -3.054780 -3.901492 0.792010 0.0427 -0.0759 -0.3025 -0.52
C -3.374215 -2.505129 0.231023 -0.1222 0.0506 0.7918 -0.11
C -2.216510 -1.560975 0.530347 -0.4527 0.0989 0.1569 -0.86
O -2.051523 -0.555663 -0.522583 0.2412 -0.2275 0.0522 0.52
N -0.718995 -0.261020 -0.625019 0.3078 0.2959 -0.0731 0.67
C -0.129681 0.489651 0.500817 -0.4943 0.2605 0.8185 -1.57
N 0.724755 -0.334596 1.334560 -0.1599 0.1292 -0.2321 -0.24
C -0.084488 -0.655346 -1.695503 -0.2907 -0.0292 -0.4327 -1.33
N -0.799832 -1.377389 -2.623393 0.7538 -0.2054 -0.1709 0.85
C -0.072869 -2.497061 -3.243802 0.0814 -0.9009 -0.1832 -1.09
C -0.901847 -3.201235 -4.352379 -0.4028 -0.0562 0.2716 -1.02
C -2.383742 -2.915385 -4.252504 0.2597 0.0352 -0.1584 -0.49
C -2.995943 -1.873274 -4.930771 -0.1081 0.1447 -0.0549 0.04
C -4.353557 -1.627355 -4.772603 -0.0329 0.3050 0.0018 -1.41
C -5.137903 -2.396853 -3.930756 -0.0554 -0.1579 -0.1419 0.99
C -6.602126 -2.131004 -3.714676 0.2382 0.0710 0.7625 -1.46
C -4.516251 -3.455062 -3.273602 -0.0742 -0.1446 0.2629 -0.93
C -3.167525 -3.709604 -3.421830 0.1210 0.1164 -0.1344 -0.15
C 1.378890 -2.194085 -3.627636 0.9320 0.9217 -0.5187 2.76
C 2.272987 -3.430971 -3.956958 -0.0746 -0.2020 0.6069 -1.51
C 1.907528 -4.827714 -3.419121 1.1067 -0.7973 -0.7694 -0.50
N 1.272495 -5.633724 -4.471203 -0.8064 0.6196 0.3148 -0.54
C 1.549228 -1.220078 -4.864825 0.0101 0.4234 0.5829 -0.75
C 0.354780 -0.420051 -5.305420 -0.6611 -0.5139 -1.6923 0.11
O -0.308649 -0.701702 -6.256683 0.4552 0.4439 0.8869 -0.47
F 0.030599 0.710069 -4.615634 0.3028 -0.2969 0.1936 -0.19
C 2.063554 -1.471535 -2.411968 -1.4325 -0.6505 0.6484 -2.07
P 2.435703 -2.640696 -0.999694 1.8794 -0.0608 0.5787 0.42
N 3.845466 -3.316953 -1.119529 -0.3310 -0.0398 -0.4671 -0.84
N 1.256632 -0.367572 -1.829505 0.3643 -0.0911 -0.4542 1.71
C 1.578865 1.009553 -2.286488 -0.2749 1.1923 1.0765 -0.55
C 2.399864 1.876110 -1.301372 0.4429 -0.4516 -0.3836 -1.07
C 3.441820 1.119307 -0.469976 -0.0074 0.3967 -0.0171 -0.03
C 4.796702 1.030788 -1.174626 -0.2017 -0.1508 0.7444 -0.80
O 5.383544 2.297775 -1.348851 -0.2839 0.0588 -0.3470 -0.42
C 5.571758 2.670364 -2.705896 -0.3073 -0.0873 0.1684 -0.60
H -3.464026 -5.987250 0.448754 -0.0177 -0.0203 0.0403 0.41
H -3.881311 -4.967610 -0.909698 -0.0436 0.0594 -0.0274 0.10
H -4.918408 -5.028461 0.527891 -0.0545 0.1820 -0.0654 0.34
H -3.193687 -3.900569 1.874723 0.0547 0.0319 0.0341 0.37
H -1.995575 -4.124641 0.626901 0.0064 -0.0124 -0.0948 0.32
H -3.654426 -2.517177 -0.820682 0.3107 -0.0536 -0.1249 -0.31
H -4.229624 -2.136269 0.800201 -0.2329 0.0623 -0.3412 0.57
H -2.437562 -1.024337 1.456513 0.2281 0.0503 0.0494 0.26
H -1.278180 -2.103166 0.648736 0.0448 -0.0360 -0.2220 0.45
H -0.986554 0.835108 1.082073 -0.2420 0.1106 -0.3820 0.48
H 0.356264 1.383385 0.130351 0.3081 -0.1773 -0.0915 0.31
H 0.135097 -0.801743 2.013509 0.1450 -0.1269 0.0931 0.30
H 1.340842 0.268481 1.867192 0.1778 -0.0394 -0.1016 0.29
H -1.307967 -0.792522 -3.281267 -0.4990 -0.0693 0.2940 0.16
H -0.015142 -3.241273 -2.447572 -0.0080 0.0739 0.0949 0.08
H -0.799294 -4.269993 -4.183570 0.3243 -0.0137 -0.1384 0.46
H -0.500859 -3.021083 -5.346551 -0.0732 0.2235 -0.0266 0.72
H -2.442606 -1.227422 -5.599534 0.1260 -0.1103 -0.0446 0.59
H -4.790917 -0.792012 -5.305666 -0.0920 -0.0209 -0.0356 0.43
H -6.871904 -1.106494 -3.960076 -0.0901 -0.0778 -0.3516 0.36
H -6.797563 -2.230900 -2.643628 -0.1360 -0.0597 -0.0126 0.37
H -7.243134 -2.856922 -4.210306 -0.0135 0.1210 -0.2426 0.30
H -5.098837 -4.081417 -2.608103 -0.0810 -0.0181 -0.0291 0.47
H -2.691732 -4.527614 -2.892811 -0.0977 -0.0910 0.0379 0.45
H 2.423975 -3.558254 -5.027327 -0.3131 0.1195 -0.0812 0.69
H 3.269580 -3.200924 -3.569915 0.0158 0.0327 -0.0099 0.27
H 2.863314 -5.310217 -3.187842 0.0478 0.2644 0.4424 0.18
H 1.339071 -4.865933 -2.493719 -0.2957 0.1201 -0.1292 0.51
H 1.934067 -5.827090 -5.208396 0.0238 -0.2209 0.0193 0.24
H 0.903195 -6.496103 -4.098205 0.1642 -0.1634 -0.1182 0.23
H 1.862071 -1.751216 -5.757413 -0.2676 -0.2346 0.0052 0.51
H 2.381686 -0.551965 -4.641055 -0.0948 0.1588 -0.0482 0.48
H 3.045263 -1.085017 -2.674969 0.0157 0.0377 -0.0406 0.53
H 1.332814 -3.517928 -0.911232 -0.1892 0.2623 -0.0264 -0.03
H 2.402634 -1.901783 0.189545 -0.7960 0.2817 -0.2066 0.04
H 4.438468 -3.072345 -0.337619 0.1172 -0.1172 -0.0025 0.27
H 2.076999 1.038512 -3.250645 -0.0387 -0.5921 -0.0649 0.41
H 0.633497 1.534833 -2.431074 -0.0168 -0.0621 -0.2176 0.03
H 1.763909 2.515231 -0.691057 -0.1037 -0.1720 0.1096 0.56
H 2.958424 2.573974 -1.928555 -0.1032 0.1930 0.0740 0.68
H 3.144672 0.096605 -0.229171 -0.2662 0.0409 -0.0068 -0.23
H 3.539237 1.642658 0.482937 0.3206 -0.0462 0.0184 0.47
H 5.452016 0.438640 -0.531029 0.1308 -0.1564 -0.2338 0.39
H 4.646371 0.504712 -2.124552 0.2903 0.0275 -0.1003 0.34
H 4.703864 2.377384 -3.308402 0.0211 -0.0130 -0.0704 0.22
H 5.633449 3.754495 -2.737464 0.2697 0.0145 -0.0330 0.28
H 6.458361 2.195054 -3.129107 0.0999 0.1216 -0.0211 0.30
O -3.060630 5.424528 0.120783 1.5455 -1.4393 -1.5016 -0.80
P -3.943734 4.248432 0.216333 -3.9804 1.5250 3.3276 1.26
O -5.336786 4.572918 -0.526540 0.7883 -0.4375 -0.4404 -0.33
C -5.399554 5.423056 -1.677468 -0.2397 0.3476 -0.3773 -0.27
C -5.540257 4.617311 -2.953562 0.0921 -0.2109 0.1066 -0.99
O -4.396849 4.191662 1.762477 0.2638 -0.3281 -0.1949 -0.36
C -3.780255 5.016232 2.754359 -0.0081 0.3138 0.1575 -0.34
C -4.589523 6.272994 2.990561 -0.2430 0.0361 0.0369 -0.64
O -3.996392 2.642869 0.143206 1.8171 0.2760 -1.0685 -0.49
C -3.839960 1.956961 -1.103441 -0.1145 -0.2918 -0.3849 -0.10
C -2.550860 2.321560 -1.814168 -0.0236 0.1169 0.0476 -0.94
H -4.528514 6.076172 -1.737871 0.0606 -0.0579 0.2124 0.31
H -6.276147 6.057786 -1.548296 -0.0056 -0.0456 0.1195 0.37
H -4.636282 4.034731 -3.150453 0.0112 0.0474 -0.0371 0.16
H -5.704125 5.277767 -3.804950 -0.0083 0.0258 0.0224 0.42
H -6.376257 3.920415 -2.883749 -0.0489 0.0595 -0.0065 0.26
H -2.753183 5.255440 2.478456 -0.0454 0.0282 -0.1720 0.35
H -3.736918 4.426146 3.671633 -0.0938 -0.1075 -0.0726 0.35
H -4.794931 6.810570 2.065010 0.2200 -0.0307 -0.0751 0.30
H -4.064969 6.945154 3.671802 -0.0038 -0.0172 0.0194 -0.06
H -5.556802 6.021853 3.427451 0.0274 -0.0040 0.0628 0.32
H -4.712736 2.131989 -1.736563 0.0225 0.2336 0.0385 0.18
H -3.835129 0.896149 -0.871100 -0.0622 0.0396 0.1626 -0.10
H -2.500268 3.393488 -2.026572 0.0122 -0.0434 -0.0743 0.62
H -2.467208 1.780026 -2.758859 -0.0411 0.0123 -0.0161 0.33
H -1.690179 2.074093 -1.189684 -0.0082 0.0517 0.0208 0.18
O 5.685939 -9.218975 -1.404333 -1.5593 1.9627 -0.4111 -0.76
P 5.366013 -9.077269 0.027967 2.6433 -3.9678 2.3631 1.04
O 6.694484 -8.584657 0.808873 -0.6855 0.6071 -0.3640 -0.34
C 7.650808 -7.722062 0.190142 0.4763 0.2142 -0.0691 -0.28
C 7.502530 -6.291880 0.672764 -0.2309 -0.0160 0.0663 -0.85
O 5.203624 -10.584971 0.571468 -0.2845 0.3029 -0.0054 -0.35
C 5.137976 -11.700782 -0.319684 0.1465 -0.2697 -0.1458 -0.27
C 6.499263 -12.343076 -0.481798 0.1309 0.0056 0.1497 -1.04
O 4.264910 -8.574015 1.078392 -0.5611 1.1384 -1.6351 -0.37
C 4.016541 -7.175888 1.258894 -0.1752 0.4288 0.2064 -0.49
C 3.668901 -6.465331 -0.032389 -0.0446 -0.2376 -0.0438 -0.65
H 7.577742 -7.761429 -0.897311 -0.1317 -0.1721 0.0138 0.31
H 8.636158 -8.099160 0.466113 -0.0549 -0.0914 0.0395 0.34
H 6.555951 -5.861831 0.334860 0.0361 0.0167 -0.0446 0.03
H 8.310536 -5.672420 0.282193 0.0206 -0.0331 -0.0057 0.41
H 7.519223 -6.245658 1.762390 0.0746 -0.0182 -0.0006 0.27
H 4.725079 -11.405380 -1.283331 0.0881 0.1429 -0.0021 0.33
H 4.441333 -12.413629 0.123920 -0.0107 0.0918 0.1158 0.33
H 7.250685 -11.607616 -0.769027 -0.0852 0.0448 -0.1355 0.28
H 6.468441 -13.127301 -1.239157 -0.0180 -0.0017 0.0051 0.36
H 6.824301 -12.784734 0.461078 -0.0200 -0.0265 -0.0061 0.28
H 4.872650 -6.710517 1.753280 0.1202 -0.1193 -0.0983 0.23
H 3.180864 -7.104376 1.955292 0.0071 -0.1888 0.0093 0.37
H 4.472839 -6.560071 -0.768839 -0.0128 0.1160 0.0198 0.35
H 3.492660 -5.403820 0.137665 0.0867 -0.0462 -0.0193 0.05
H 2.769912 -6.902587 -0.473559 0.0103 -0.0185 0.0094 0.42
O -0.016922 10.539365 7.349135 1.1989 -1.6167 -1.5941 -0.76
P -1.061639 9.507889 7.478651 -3.8418 2.0108 3.1895 1.07
O -2.417942 10.044055 6.781112 0.5384 -0.2662 -0.3225 -0.31
C -2.488701 10.913869 5.657367 -0.0595 0.2679 -0.2906 -0.29
C -2.724388 10.127162 4.381614 -0.0050 -0.0651 0.0369 -0.94
O -1.451110 9.505959 9.042250 0.2206 -0.3010 -0.2029 -0.34
C -0.655237 10.191927 10.012041 0.0575 0.2735 0.2037 -0.29
C -1.217298 11.569027 10.294405 -0.1991 0.0306 -0.0146 -1.04
O -1.470050 7.954491 7.384863 2.1497 -0.2047 -0.9887 -0.43
C -1.523203 7.281703 6.127164 -0.2245 -0.4094 -0.3377 -0.05
C -0.215237 7.310848 5.363694 0.1123 0.1867 0.1631 -1.13
H -1.593605 11.528073 5.541044 0.1100 -0.0959 0.3116 0.30
H -3.323364 11.587252 5.854824 -0.0187 -0.0344 -0.0226 0.35
H -1.852837 9.519947 4.125645 0.0326 0.0656 -0.0061 0.20
H -2.915772 10.807860 3.551306 -0.0162 -0.0131 -0.0053 0.46
H -3.575594 9.453726 4.492006 -0.0764 0.0904 -0.0158 0.15
H 0.384306 10.249298 9.692388 -0.0438 0.0367 -0.1557 0.34
H -0.679630 9.587272 10.919806 -0.0943 -0.0928 -0.0718 0.33
H -1.354949 12.135232 9.373294 0.1626 -0.0150 -0.0419 0.28
H -0.553683 12.128883 10.954469 0.0052 -0.0165 0.0054 0.37
H -2.194465 11.488565 10.772614 0.0160 -0.0068 0.0304 0.28
H -2.345751 7.690597 5.536658 0.0530 0.1374 0.0197 0.11
H -1.784439 6.247078 6.351620 -0.0265 0.0522 0.1705 0.31
H 0.105931 8.337543 5.162096 -0.0281 -0.0319 -0.0643 0.36
H -0.317553 6.789884 4.411239 -0.0366 0.0173 -0.0120 0.34
H 0.574642 6.829599 5.941500 -0.0063 -0.0103 -0.0034 0.34
```
Positions in Å, forces in eV/Å.

* lowest unoccupied orbital energy: -0.1267 Eh
* HOMO level: -0.4174 Ha
* total charge: +1
* orbital gap: 7.91 eV
* spin multiplicity: 1